# 1
C32H64O34S4 as an isolated structure in a non-equilibrium geometry. Source: the OMol25 dataset; level of theory: ωB97M-V with the def2-TZVPD basis set.

Output
LUMO energy (eV): 0.0
Calculated total energy (a.u.): -5408.30347

Each line ends with the Löwdin charge.
Geometry (Å):
C 14.3506 -7.7562 -19.9232  -0.066
C 14.1640 -7.6869 -18.4049  -0.226
O 14.2842 -9.0238 -17.8987  0.019
C 14.1542 -9.1732 -16.5479  -0.636
O 13.7133 -8.3584 -15.7645  0.120
O 14.4271 -10.3864 -16.3192  0.024
C 14.3359 -10.9879 -15.0256  -0.002
H 13.4950 -8.2415 -20.3928  0.076
H 15.1700 -8.4472 -20.1214  0.075
H 14.5964 -6.7365 -20.2198  0.078
H 13.1890 -7.2609 -18.1681  0.123
H 14.9625 -7.0496 -18.0250  0.123
H 14.5138 -12.0591 -14.9311  0.097
H 13.2773 -10.8093 -14.8367  0.099
H 14.9367 -10.4251 -14.3112  0.100
C 21.1428 -14.9406 -25.0272  -0.052
C 20.7337 -14.7979 -26.4952  -0.181
O 21.2622 -15.8493 -27.3064  0.087
C 20.5699 -16.7584 -27.7528  -0.671
O 19.5462 -17.1377 -27.2475  0.127
O 21.0335 -17.0686 -28.9965  -0.001
C 20.4254 -17.9820 -29.8945  -0.057
H 20.7402 -14.1392 -24.4077  0.078
H 22.2073 -15.1104 -24.8655  0.080
H 20.5734 -15.8027 -24.6799  0.076
H 20.9709 -13.8153 -26.9030  0.124
H 19.6444 -14.7832 -26.5307  0.121
H 20.8729 -18.9634 -29.7368  0.088
H 20.6688 -17.8311 -30.9462  0.088
H 19.3420 -18.0743 -29.8181  0.094
C 24.9574 -19.3092 -20.5241  -0.047
C 25.2066 -18.3224 -19.3515  -0.228
O 24.4556 -17.1875 -19.5744  0.006
C 24.5758 -16.1565 -18.7143  -0.569
O 25.3947 -16.0029 -17.8580  0.142
O 23.4554 -15.4056 -18.9187  -0.007
C 23.2830 -14.1920 -18.1063  -0.024
H 25.0369 -18.8898 -21.5271  0.075
H 23.9270 -19.6616 -20.5714  0.071
H 25.4902 -20.2482 -20.3745  0.073
H 26.2033 -17.9461 -19.1211  0.123
H 24.8117 -18.7148 -18.4144  0.128
H 23.7084 -13.3072 -18.5797  0.083
H 23.7369 -14.2631 -17.1179  0.088
H 22.2511 -13.8946 -17.9193  0.088
C 20.7522 -7.8512 -21.6291  -0.073
C 22.1970 -8.3378 -21.5076  -0.201
O 23.0359 -7.2763 -20.9744  0.012
C 22.8736 -6.9295 -19.6582  -0.554
O 22.0458 -7.4324 -18.9439  0.136
O 23.7903 -5.9978 -19.3799  0.004
C 23.9825 -5.4863 -18.1183  -0.076
H 20.2030 -8.0084 -20.7007  0.072
H 20.2545 -8.4522 -22.3901  0.071
H 20.6355 -6.8174 -21.9541  0.081
H 22.5141 -8.8017 -22.4416  0.114
H 22.2156 -9.2526 -20.9152  0.117
H 24.0925 -6.3051 -17.4073  0.098
H 23.2327 -4.7680 -17.7867  0.104
H 25.0132 -5.1482 -18.0116  0.097
C 24.1803 -9.5871 -6.5549  -0.054
C 24.3721 -8.2515 -7.3786  -0.192
O 24.4926 -8.4795 -8.7804  0.024
C 23.3997 -8.4610 -9.5542  -0.579
O 22.2657 -8.2843 -9.1388  0.101
O 23.7595 -8.7001 -10.8216  -0.002
C 22.7375 -8.5472 -11.8786  -0.004
H 24.9450 -10.2603 -6.9425  0.071
H 23.2242 -10.0966 -6.6753  0.069
H 24.2887 -9.4254 -5.4824  0.069
H 25.2480 -7.7745 -6.9389  0.117
H 23.5019 -7.6109 -7.2355  0.112
H 22.7438 -7.6004 -12.4186  0.092
H 21.7905 -8.9491 -11.5186  0.093
H 23.0545 -9.2465 -12.6523  0.085
C 25.2819 -2.0113 -11.9371  -0.060
C 23.9107 -1.9267 -11.2470  -0.249
O 23.6395 -0.6417 -10.7376  -0.010
C 22.2923 -0.2316 -10.5236  -0.519
O 21.3148 -0.9214 -10.3339  0.134
O 22.3140 1.0676 -10.7408  0.000
C 21.1541 1.8954 -10.7275  -0.035
H 26.0036 -2.2643 -11.1605  0.074
H 25.6263 -1.1401 -12.4943  0.071
H 25.2293 -2.7635 -12.7242  0.071
H 23.9165 -2.6097 -10.3976  0.120
H 23.1230 -2.3185 -11.8905  0.119
H 21.5401 2.8914 -10.5107  0.092
H 20.4413 1.6143 -9.9523  0.097
H 20.5922 2.0447 -11.6495  0.094
C 24.9934 2.3501 -15.9181  -0.152
C 23.6325 1.9521 -16.6270  -0.212
O 23.7263 2.5138 -17.8880  -0.195
S 24.2705 4.0780 -17.6385  0.749
O 23.3898 4.8838 -16.7864  -0.249
O 24.9483 4.7276 -18.7538  -0.227
O 25.4056 3.5137 -16.6075  -0.220
H 25.7530 1.5852 -16.0798  0.125
H 24.8553 2.5556 -14.8566  0.129
H 22.7508 2.4031 -16.1717  0.119
H 23.5055 0.8696 -16.6392  0.134
C 28.5664 -10.1024 -19.8813  -0.197
C 27.6919 -11.2464 -19.3925  -0.178
O 27.2698 -10.9356 -18.0706  -0.206
S 28.3262 -9.9468 -17.3171  0.785
O 29.4374 -10.6792 -16.7554  -0.238
O 27.5147 -9.0955 -16.3679  -0.276
O 28.7229 -9.1579 -18.8224  -0.208
H 28.1291 -9.5314 -20.7003  0.129
H 29.5686 -10.4440 -20.1401  0.127
H 28.3971 -12.0711 -19.2891  0.124
H 26.9231 -11.5404 -20.1071  0.136
C 20.4131 -6.1211 -28.4050  -0.260
C 20.0097 -5.7022 -26.9664  -0.143
O 18.8572 -6.4826 -26.8588  -0.208
S 18.7363 -7.8185 -27.7621  0.734
O 17.5445 -7.7334 -28.6669  -0.261
O 18.8949 -9.0115 -26.9933  -0.225
O 20.1446 -7.4185 -28.5295  -0.188
H 21.4788 -5.9832 -28.5878  0.141
H 19.7842 -5.7025 -29.1907  0.136
H 19.8570 -4.6252 -26.8959  0.141
H 20.7801 -6.1205 -26.3185  0.132
C 15.7940 -14.4872 -23.2825  -0.189
C 15.5852 -13.0728 -23.7966  -0.153
O 16.1418 -12.2191 -22.7560  -0.212
S 16.4885 -13.0491 -21.3432  0.737
O 15.2999 -13.1707 -20.5181  -0.246
O 17.7170 -12.5400 -20.7007  -0.249
O 16.6674 -14.4673 -22.1505  -0.198
H 16.3037 -15.0915 -24.0329  0.127
H 14.8471 -15.0172 -23.1790  0.129
H 14.5470 -12.7788 -23.9507  0.125
H 15.9650 -12.9789 -24.8140  0.125

# 2
C32H65BBeBrCaClN3O17P as an isolated structure in a non-equilibrium geometry. Source: the OMol25 dataset; level of theory: ωB97M-V with the def2-TZVPD basis set.

Output
LUMO energy (spin up / spin down) (eV): -2.4 / -2.4
2S+1: 2
Calculated total energy (a.u.): -6794.19484
⟨S²⟩: 1.761
Total charge: -1

Each line ends with the Löwdin charge.
Geometry (Å):
C 2.7741 -1.4472 0.4116  -0.036
C 3.2811 -0.3594 -0.5358  -0.390
O 3.8047 0.6528 0.3396  -0.072
C 2.1457 0.2615 -1.3343  -0.184
N 1.4810 -0.7219 -2.2081  -0.049
C 0.0375 -0.5056 -2.1532  -0.188
C -0.6897 -1.1953 -3.2930  -0.161
O -1.9657 -1.7005 -2.9197  -0.090
C -2.9708 -0.7144 -2.7777  -0.372
O -2.7051 0.5531 -3.1886  0.113
B -2.9515 1.4958 -2.0796  -0.931
O -4.2121 2.1944 -2.2767  0.097
C -1.8034 2.6374 -1.7561  -0.067
C -1.3162 3.3696 -2.9603  -0.736
O -1.4106 3.0066 -4.1031  0.033
Br -0.3581 5.1119 -2.6915  0.546
O -2.9828 0.6461 -0.8217  0.014
C -3.5430 -0.5064 -1.3335  -0.409
P -3.4946 -1.9542 -0.2724  0.904
O -2.3222 -1.8347 0.7559  -0.669
H 3.5700 -2.1099 0.7321  0.080
H 1.9917 -2.0611 -0.0431  0.054
H 2.3078 -0.9378 1.2486  0.084
H 4.1186 -0.6827 -1.1509  0.141
H 3.2923 1.4513 0.1963  0.087
H 1.4158 0.6119 -0.5963  0.125
H 2.4829 1.1077 -1.9289  0.130
H 1.7302 -1.6479 -1.8930  0.077
H -0.1153 0.5615 -2.2509  0.103
H -0.3699 -0.8244 -1.1835  0.122
H -0.0870 -2.0623 -3.5645  0.095
H -0.7384 -0.5868 -4.1891  0.134
H -3.8360 -1.0642 -3.3588  0.164
H -4.6180 2.4126 -1.4386  0.038
H -0.9478 2.1922 -1.2413  0.101
H -2.1738 3.3894 -1.0624  0.105
H -4.5980 -0.2435 -1.5311  0.147
H -3.3459 -3.1412 -1.0395  0.059
H -4.7068 -2.0228 0.4400  0.034
Ca -2.0363 -3.6727 1.3211  1.609
C 4.4093 8.0040 -7.3232  -0.038
O 3.7980 6.7205 -7.4742  0.011
C 3.0892 6.3275 -6.4201  -0.628
O 2.9428 6.9604 -5.4010  -0.116
O 2.5749 5.1376 -6.6742  0.016
C 1.7720 4.5992 -5.6086  -0.049
H 4.9514 8.2038 -8.2430  0.092
H 3.6547 8.7749 -7.1800  0.098
H 5.1097 8.0008 -6.4903  0.098
H 0.9189 5.2410 -5.4070  0.059
H 2.3682 4.4693 -4.7076  0.091
H 1.4138 3.6301 -5.9422  0.096
C 3.0420 4.5481 5.9458  -0.091
C 2.3075 3.2975 5.4107  -0.483
C 2.2886 2.2183 6.4930  -0.130
C 3.6242 1.5010 6.6819  -0.173
C 4.1506 0.9815 5.3480  -0.143
C 4.2355 2.0660 4.2744  -0.489
N 2.9557 2.8146 4.1402  -0.071
O 2.1200 2.0735 3.4831  -0.043
C 5.3965 3.0229 4.6067  -0.037
C 4.6369 1.4222 2.9509  -0.057
C 0.8787 3.7549 5.1589  -0.074
H 3.4387 5.1489 5.1229  0.084
H 2.3636 5.2092 6.5391  -0.097
H 3.8620 4.3021 6.6246  0.062
H 1.5304 1.4653 6.2437  0.118
H 1.9767 2.6685 7.4366  0.129
H 4.3535 2.1664 7.1505  0.104
H 3.4942 0.6627 7.3714  0.109
H 5.1382 0.5326 5.4969  0.077
H 3.4957 0.1729 5.0054  0.125
H 5.4173 3.8635 3.9127  0.091
H 6.3504 2.4971 4.5185  0.079
H 5.3639 3.4182 5.6176  0.058
H 3.9547 0.6365 2.6531  0.053
H 5.6263 0.9678 3.0368  0.086
H 4.6810 2.1605 2.1513  0.087
H 0.8394 4.5123 4.3747  0.093
H 0.4725 4.1938 6.0685  0.003
H 0.2235 2.9274 4.8747  0.068
Cl 0.8544 6.0935 7.7423  -0.528
Be 2.1009 7.9010 -3.3357  0.271
C -5.7286 1.2512 1.8769  0.038
C -5.8663 2.2609 0.7429  -0.633
O -5.1195 3.3119 0.8899  0.274
O -6.6222 2.0240 -0.1680  0.104
H -5.0206 1.5732 2.6423  0.089
H -6.7033 1.1130 2.3383  0.099
H -5.3854 0.3088 1.4580  0.069
C -7.5062 -3.3351 0.1635  -0.035
C -6.9547 -3.8274 1.5127  -0.779
O -7.6371 -3.6205 2.5118  -0.018
O -5.8191 -4.4134 1.4537  -0.163
H -8.4698 -2.8481 0.2891  0.068
H -6.8127 -2.6193 -0.2899  0.037
H -7.6248 -4.1782 -0.5188  0.068
C 3.2292 -4.6078 -6.6801  -0.110
C 1.7345 -4.8309 -6.8818  -0.261
C 0.8741 -4.0256 -5.9014  -0.187
C 1.1688 -4.4051 -4.5176  -0.252
N 1.3992 -4.6992 -3.4333  0.140
H 3.5527 -4.9371 -5.6918  0.070
H 3.8009 -5.1738 -7.4152  0.072
H 3.4870 -3.5531 -6.7906  0.079
H 1.5127 -5.8944 -6.7751  0.110
H 1.4629 -4.5478 -7.8998  0.108
H -0.1846 -4.2034 -6.0899  0.121
H 1.0615 -2.9570 -6.0157  0.123
O 6.1049 -1.1910 6.3809  -0.015
H 6.5995 -0.8118 5.6308  0.002
C -5.8846 -8.5826 2.1301  -0.055
C -4.4331 -8.1719 1.9451  -0.501
C -3.7892 -7.8082 3.2757  -0.069
O -4.3603 -7.0609 1.0517  -0.089
H -6.4651 -7.7594 2.5531  0.090
H -6.3344 -8.8332 1.1697  0.081
H -5.9695 -9.4459 2.7919  0.080
H -3.8760 -8.9865 1.4793  0.134
H -4.3108 -6.9628 3.7331  0.084
H -2.7472 -7.5084 3.1274  0.062
H -3.8112 -8.6465 3.9725  0.080
H -4.8623 -6.3257 1.4533  0.035